# 1
ORCA calculation (the ωB97M-V functional and the def2-TZVPD basis) on a structure of composition C6H13MgO3.

Geometry (Å):
H (0.53, -1.54, 2.13)
C (-0.05, -0.61, 2.07)
H (2.45, 0.07, 2.05)
H (-0.11, -0.16, 3.08)
H (-1.04, -0.84, 1.67)
C (1.80, 0.87, 1.66)
H (1.55, 1.57, 2.48)
O (0.58, 0.29, 1.17)
C (2.45, 1.60, 0.49)
H (3.29, 2.20, 0.90)
H (2.90, 0.83, -0.18)
O (1.54, 2.38, -0.21)
C (-2.09, 1.04, -1.34)
H (-1.92, 1.60, -2.26)
O (-1.38, -0.93, -2.37)
C (-1.91, -0.32, -1.34)
C (-0.94, -2.28, -2.20)
H (-0.83, -2.51, -1.13)
H (0.03, -2.35, -2.69)
H (-2.24, -0.95, -0.51)
H (-1.66, -2.97, -2.67)
Mg (-0.18, 1.58, -0.20)
H (-2.77, 1.44, -0.58)

Properties
**Net charge**: +1
**Kohn-Sham gap**: 8.43 eV
**Lowest unoccupied orbital energy**: -4.094 eV

Atomic partial charges in e from the Löwdin method, atoms 1 to 4: atom 1 (H): 0.1116, atom 2 (C): -0.0493, atom 3 (H): 0.1424, atom 4 (H): 0.1134



# 2
ORCA calculation (the ωB97M-V functional and the def2-TZVPD basis) on a cluster of 2 separate species, C12H14O8S in total.

Geometry (Å):
C (-0.75, 0.20, 0.11)
C (-0.57, 1.64, -0.34)
O (0.33, 1.92, -1.02)
O (-1.47, 2.67, -0.03)
C (-2.01, 2.52, 1.24)
O (-1.29, 2.62, 2.16)
C (-3.49, 2.30, 1.50)
C (-4.29, 1.73, 0.35)
C (-4.03, 1.54, -0.94)
C (-5.27, 0.95, -1.58)
O (-5.29, 0.75, -2.73)
O (-6.24, 0.74, -0.65)
C (-5.73, 1.28, 0.54)
O (-6.41, 1.35, 1.48)
H (0.24, -0.15, 0.41)
H (-1.11, -0.44, -0.71)
H (-1.41, 0.06, 0.98)
H (-3.64, 1.69, 2.40)
H (-3.93, 3.29, 1.74)
H (-3.09, 1.76, -1.44)
O (1.55, -1.55, -0.59)
S (2.85, -1.72, -1.19)
O (3.03, -1.72, -2.62)
C (3.98, -0.55, -0.46)
C (4.55, -1.28, 0.75)
C (4.84, -2.71, 0.28)
C (3.62, -3.19, -0.51)
H (3.45, 0.36, -0.20)
H (4.76, -0.34, -1.19)
H (5.45, -0.79, 1.13)
H (3.81, -1.31, 1.56)
H (5.72, -2.71, -0.37)
H (5.06, -3.38, 1.11)
H (3.89, -3.87, -1.32)
H (2.89, -3.68, 0.15)

Properties
**Kohn-Sham gap**: 10.07 eV
**SMILES**: CC(=O)OC(=O)CC1=CC(=O)OC1=O.O=S1(=O)CCCC1
**Lowest unoccupied orbital energy**: -0.615 eV

Atomic partial charges in e from the Löwdin method, atoms 1 to 4: atom 1 (C): 0.0259, atom 2 (C): -0.4928, atom 3 (O): 0.1810, atom 4 (O): 0.0836



# 3
ORCA calculation (the ωB97M-V functional and the def2-TZVPD basis) on a structure of composition C41H37CsN8O2S.

Geometry (Å):
Cs (3.43, -1.02, 19.94)
C (1.49, -4.26, 17.02)
C (2.66, -5.04, 17.52)
C (3.30, -6.01, 16.77)
C (4.57, -6.49, 17.11)
C (5.17, -6.01, 18.31)
C (4.45, -5.35, 19.24)
C (4.94, -5.16, 20.62)
C (3.13, -4.81, 18.82)
N (2.52, -3.96, 19.70)
C (1.46, -4.27, 20.50)
O (0.91, -5.36, 20.61)
C (1.08, -3.27, 21.62)
C (0.37, -3.89, 22.70)
C (-0.05, -3.14, 23.75)
C (0.21, -1.75, 23.82)
C (0.89, -1.23, 22.70)
N (1.28, -1.99, 21.67)
C (1.17, 0.23, 22.76)
O (0.94, 0.86, 23.79)
N (1.66, 0.79, 21.61)
C (1.63, 2.15, 21.50)
C (2.32, 3.08, 22.37)
C (3.36, 2.68, 23.32)
C (2.01, 4.47, 22.34)
C (1.15, 5.04, 21.39)
C (0.66, 4.10, 20.45)
C (1.07, 2.77, 20.37)
C (0.78, 2.02, 19.07)
H (0.55, -4.44, 17.56)
H (1.36, -4.37, 15.90)
H (1.80, -3.18, 17.00)
H (2.86, -6.32, 15.77)
H (5.07, -7.20, 16.45)
H (6.20, -6.25, 18.63)
H (4.90, -4.10, 20.98)
H (5.99, -5.55, 20.60)
H (4.35, -5.74, 21.34)
H (0.26, -4.98, 22.76)
H (-0.71, -3.58, 24.52)
H (-0.20, -1.04, 24.57)
H (3.80, 1.70, 23.00)
H (3.09, 2.66, 24.36)
H (4.20, 3.38, 23.33)
H (2.48, 5.13, 23.05)
H (0.92, 6.06, 21.28)
H (-0.01, 4.44, 19.68)
H (-0.20, 2.31, 18.64)
H (0.75, 0.94, 19.22)
H (1.54, 2.39, 18.43)
N (13.05, -1.36, 13.33)
C (12.08, -1.36, 13.97)
C (10.91, -1.33, 14.87)
C (10.72, -2.35, 15.81)
C (9.71, -2.25, 16.77)
C (8.80, -1.19, 16.65)
C (9.01, -0.16, 15.74)
C (10.05, -0.24, 14.85)
C (7.46, -1.25, 17.42)
C (7.49, -1.34, 18.81)
C (8.61, -1.83, 19.57)
C (8.22, -1.88, 20.89)
C (6.93, -1.34, 20.96)
N (6.45, -1.02, 19.71)
C (6.25, -1.13, 16.64)
C (6.22, -1.11, 15.16)
C (4.93, -0.93, 14.75)
C (4.18, -0.84, 15.97)
N (4.94, -0.93, 17.09)
H (11.48, -3.18, 15.78)
H (9.48, -3.12, 17.42)
H (8.40, 0.71, 15.65)
H (10.15, 0.52, 14.07)
H (9.63, -1.83, 19.11)
H (8.71, -2.39, 21.68)
H (6.31, -1.11, 21.79)
H (7.10, -1.17, 14.51)
H (4.61, -0.89, 13.74)
H (3.09, -0.65, 16.13)
C (6.77, 3.20, 20.60)
N (5.48, 3.51, 19.94)
C (4.97, 2.81, 18.91)
N (5.49, 1.60, 18.64)
S (3.87, 3.61, 17.89)
H (6.95, 4.05, 21.35)
H (7.53, 3.06, 19.82)
H (6.62, 2.30, 21.26)
H (4.89, 4.22, 20.38)
H (6.12, 1.07, 19.25)
H (5.07, 1.10, 17.84)

Properties
**Energy above the lowest of the compared OMol25 structures with the same formula, charge and spin**: 25.9 kcal per mole
**Net charge**: -2
**Kohn-Sham gap**: 5.60 eV
**Lowest unoccupied orbital energy**: 3.195 eV

Atomic partial charges in e from the Löwdin method, atoms 1 to 4: atom 1 (Cs): 0.9385, atom 2 (C): -0.0597, atom 3 (C): -0.2534, atom 4 (C): -0.0944



# 4
ORCA calculation (the ωB97M-V functional and the def2-TZVPD basis) on a cluster of 2 separate species, C15H30NO5S in total.

Geometry (Å):
C (-1.82, 0.86, 1.63)
C (-2.82, 2.05, 1.12)
C (-3.65, 1.72, -0.26)
C (-3.48, 3.01, -1.30)
C (-5.28, 1.54, -0.04)
C (-5.86, 0.12, 0.56)
O (-7.00, 0.39, 1.49)
S (-7.45, 2.05, 1.47)
O (-7.51, 2.59, 2.92)
O (-8.63, 2.46, 0.51)
O (-6.02, 2.63, 0.66)
H (-0.90, 0.85, 0.87)
H (-2.32, -0.19, 1.76)
H (-1.35, 1.22, 2.67)
H (-3.52, 2.33, 2.03)
H (-2.14, 3.01, 0.93)
H (-3.26, 0.78, -0.84)
H (-2.75, 2.74, -2.16)
H (-3.10, 3.99, -0.76)
H (-4.54, 3.25, -1.78)
H (-5.78, 1.57, -1.12)
H (-5.08, -0.69, 0.94)
H (-6.39, -0.42, -0.36)
C (3.08, -2.64, 1.25)
C (2.65, -2.32, -0.21)
C (3.71, -2.95, -1.16)
C (5.04, -2.18, -1.11)
C (4.83, -0.70, -1.39)
C (3.72, -0.02, -0.55)
N (2.47, -0.85, -0.46)
O (1.79, -0.71, -1.68)
C (4.20, 0.31, 0.88)
C (3.46, 1.40, -1.16)
C (1.28, -3.06, -0.32)
H (3.00, -3.72, 1.44)
H (4.12, -2.41, 1.47)
H (2.45, -2.13, 1.98)
H (3.34, -2.96, -2.19)
H (3.89, -3.99, -0.89)
H (5.52, -2.31, -0.13)
H (5.73, -2.61, -1.84)
H (5.79, -0.17, -1.25)
H (4.60, -0.60, -2.46)
H (3.40, 0.76, 1.47)
H (5.03, 1.03, 0.86)
H (4.59, -0.55, 1.44)
H (3.21, 1.37, -2.22)
H (4.36, 2.03, -1.07)
H (2.65, 1.92, -0.63)
H (0.55, -2.63, 0.38)
H (1.38, -4.12, -0.07)
H (0.84, -3.03, -1.32)

Properties
**Energy above the lowest of the compared OMol25 structures with the same formula, charge and spin**: 94.7 kcal per mole
**Kohn-Sham gap (alpha / beta)**: 9.50 / 9.40 eV
**⟨S²⟩**: 0.7548
**2S+1**: 2
**Lowest unoccupied orbital energy (alpha / beta)**: 0.147 / -0.506 eV

Atomic partial charges in e from the Löwdin method, atoms 1 to 4: atom 1 (C): -0.1487, atom 2 (C): -0.2249, atom 3 (C): -0.2537, atom 4 (C): -0.0928



# 5
ORCA calculation (the ωB97M-V functional and the def2-TZVPD basis) on the molecule C3H9N3.

Geometry (Å):
H (-2.67, 1.49, 0.44)
N (-1.81, 1.39, -0.06)
C (-1.29, 0.21, -0.14)
N (-1.83, -1.08, 0.36)
N (-0.13, 0.14, -0.87)
C (1.17, -0.51, -0.48)
C (2.01, 0.41, 0.51)
H (-2.69, -1.02, 0.99)
H (-1.98, -1.71, -0.72)
H (-0.01, 1.10, -1.21)
H (0.90, -1.47, 0.13)
H (1.74, -0.87, -1.44)
H (1.41, 0.43, 1.44)
H (2.91, 0.05, 0.99)
H (2.25, 1.43, 0.06)

Properties
**Energy above the lowest of the compared OMol25 structures with the same formula, charge and spin**: 46.0 kcal per mole
**Kohn-Sham gap**: 9.54 eV
**SMILES**: [H]/N=C(\N)NCC
**Lowest unoccupied orbital energy**: 0.778 eV

Atomic partial charges in e from the Löwdin method, atoms 1 to 4: atom 1 (H): 0.0167, atom 2 (N): 0.0901, atom 3 (C): -0.5838, atom 4 (N): 0.0231



# 6
ORCA calculation (the ωB97M-V functional and the def2-TZVPD basis) on a cluster of 10 separate species, C4H28N2O11 in total.

Geometry (Å):
C (-0.44, -1.75, 2.02)
C (-0.13, -0.64, 1.02)
O (-0.51, 0.42, 1.89)
C (1.41, -0.51, 0.60)
N (2.05, -1.62, -0.01)
C (1.52, -2.13, -1.26)
N (2.08, -3.22, -1.79)
O (0.40, -1.70, -1.61)
H (-1.43, -1.57, 2.48)
H (-0.01, -2.75, 1.47)
H (0.26, -1.67, 2.81)
H (-0.96, -0.66, 0.13)
H (-0.83, 1.25, 1.46)
H (1.42, 0.39, -0.19)
H (2.03, -0.24, 1.50)
H (2.97, -2.00, 0.44)
H (1.48, -3.86, -2.26)
H (3.11, -3.36, -1.68)
O (1.02, -0.07, -4.49)
H (1.16, -0.04, -3.54)
H (0.26, -0.68, -4.51)
O (3.64, 2.68, -0.66)
H (2.92, 3.01, -0.28)
H (3.24, 1.94, -1.26)
O (1.23, 1.29, 3.75)
H (1.96, 0.79, 3.34)
H (0.39, 1.02, 3.18)
O (-1.08, 3.11, -1.27)
H (-1.68, 2.54, -1.90)
H (-0.14, 2.68, -1.38)
O (1.10, 3.52, 2.02)
H (0.48, 2.75, 1.81)
H (1.44, 3.22, 2.83)
O (-1.69, 2.54, 1.13)
H (-1.70, 2.49, 0.16)
H (-2.64, 2.06, 1.13)
O (-2.37, -3.24, -0.33)
H (-1.68, -2.69, -0.61)
H (-2.43, -3.50, 0.63)
O (-3.80, 0.01, -0.30)
H (-3.54, -0.89, 0.31)
H (-4.53, 0.35, 0.28)
O (-1.92, 0.64, -2.45)
H (-1.36, -0.21, -2.49)
H (-2.71, 0.29, -2.11)

Properties
**Energy above the lowest of the compared OMol25 structures with the same formula, charge and spin**: 123.1 kcal per mole
**Kohn-Sham gap**: 9.74 eV
**SMILES**: C[C@@H](O)CNC(N)=O.O.O.O.O.O.O.O.O.O
**Lowest unoccupied orbital energy**: -0.247 eV

Atomic partial charges in e from the Löwdin method, atoms 1 to 4: atom 1 (C): -0.0655, atom 2 (C): -0.3894, atom 3 (O): -0.1491, atom 4 (C): -0.1607



Number 1: strongest force on any atom 1.1 eV Å⁻¹, energy -18013.4348 eV. Number 2: strongest force on any atom 3.1 eV Å⁻¹, energy -39885.3850 eV. Number 3: strongest force on any atom 3.8 eV Å⁻¹, energy -70517.3257 eV. Number 4: strongest force on any atom 6.7 eV Å⁻¹, energy -38596.7744 eV. Number 5: strongest force on any atom 5.3 eV Å⁻¹, energy -7725.5793 eV. Number 6: strongest force on any atom 7.5 eV Å⁻¹, energy -30102.5889 eV.